1.
Entry from OMol25: an isolated molecule of CH2N4O (ωB97M-V with the def2-TZVPD basis set).

Geometry as XYZ:
```
8
Properties=species:S:1:pos:R:3:forces:R:3
O -1.396 -0.694 -0.138 2.4 1.6 1.1
N 2.098 0.141 -0.070 -5.0 0.4 -0.4
N -0.150 1.252 0.147 -3.1 -3.9 -2.2
N -1.333 0.756 -0.024 2.6 1.2 1.0
N -0.037 -1.129 0.058 1.1 1.6 -0.7
C 0.769 0.111 -0.092 2.6 -0.5 2.2
H 0.218 -1.410 1.037 -1.4 0.1 -0.8
H 2.293 -0.847 -0.158 0.8 -0.5 -0.2
```
Positions in Å, forces in eV/Å.

Results
F_max, eV/Å: 5.4
Total charge: 0
Energy relative to the best compared isomer or geometry (same formula, charge and spin), kJ/mol: 366.4
E_tot, a.u.: -333.4082
HOMO energy, hartree: -0.38775
HOMO-LUMO gap, hartree: 0.3520



2.
Entry from OMol25: an isolated molecule of CH2N4O (ωB97M-V with the def2-TZVPD basis set).

Geometry as XYZ:
```
8
Properties=species:S:1:pos:R:3:forces:R:3
O -1.245 0.137 -1.664 -0.4 0.8 0.4
N 1.050 -0.275 1.141 -0.9 -0.4 -1.3
N 0.042 -1.082 -0.337 2.2 1.3 3.4
N 0.768 0.954 1.029 -0.7 -0.5 -0.9
N -0.037 1.246 0.076 -0.2 0.1 -0.3
C -0.398 0.087 -0.608 0.3 -0.8 -0.1
H 1.683 -0.458 1.949 -0.6 -0.7 -1.0
H -1.863 -0.610 -1.586 0.3 0.2 -0.2
```
Positions in Å, forces in eV/Å.

Results
F_max, eV/Å: 4.2
Total charge: 0
Energy relative to the best compared isomer or geometry (same formula, charge and spin), kJ/mol: 302.6
E_tot, a.u.: -333.4325
HOMO energy, hartree: -0.38567
HOMO-LUMO gap, hartree: 0.3500



3.
Entry from OMol25: an isolated molecule of CH2N4O (ωB97M-V with the def2-TZVPD basis set).

Geometry as XYZ:
```
8
Properties=species:S:1:pos:R:3:forces:R:3
O -0.516 1.227 0.497 0.1 1.0 0.4
N -0.296 -0.816 0.098 -0.1 -6.8 -4.3
N -1.745 0.668 0.390 -1.1 1.0 -0.2
N 1.596 0.749 -0.119 -3.4 -0.7 0.6
N -1.616 -0.491 0.045 -1.5 -1.7 0.6
C 0.379 0.292 0.084 6.1 5.1 0.2
H 2.243 0.035 -0.336 0.7 -1.1 -0.4
H -0.045 -1.664 -0.659 -0.8 3.1 3.0
```
Positions in Å, forces in eV/Å.

Results
F_max, eV/Å: 8.0
Total charge: 0
Energy relative to the best compared isomer or geometry (same formula, charge and spin), kJ/mol: 238.3
E_tot, a.u.: -333.4570
HOMO energy, hartree: -0.35753
HOMO-LUMO gap, hartree: 0.3693